Here is an isolated molecule of C15H20N4O3S from the Open Molecules 2025 dataset. Energies are from wB97M-V/def2-TZVPD.

The geometry in ORCA input format:
```
! RIJCOSX wB97M-V def2-TZVPD def2/J DEFGRID3
* xyz 0 1
S -0.95 -2.66 -0.62
O -4.09 -1.43 0.13
O 5.22 1.33 0.22
O -2.72 3.18 0.24
N 1.39 -1.26 -0.71
N -2.49 -0.35 1.33
N 1.32 -0.16 1.19
N 0.21 -0.90 1.12
C 3.31 0.26 -0.16
C 2.04 -0.36 0.11
C -3.67 3.27 -0.81
C -2.23 1.38 -1.17
C 3.94 1.00 2.26
C 3.99 0.43 -1.40
C 4.11 0.85 0.80
C -2.21 1.86 0.28
C 5.14 1.09 -1.10
C -3.06 0.97 1.21
C -3.51 2.03 -1.70
C -3.02 -1.42 0.70
C -2.13 -2.66 0.77
C 0.25 -1.55 -0.02
C 1.79 -1.82 -1.96
H 3.67 0.14 -2.37
H -4.36 1.35 -1.58
H -4.07 0.85 0.80
H -1.19 1.92 0.69
H -4.68 3.33 -0.38
H 5.95 1.42 -1.72
H -2.26 0.29 -1.25
H 3.05 0.46 2.57
H 2.86 -2.05 -1.93
H -2.74 -3.55 0.63
H 1.22 -2.74 -2.13
H -3.12 1.44 2.19
H -3.43 2.29 -2.75
H -1.56 -2.71 1.69
H 1.58 -1.13 -2.78
H -1.52 -0.41 1.64
H 4.81 0.62 2.79
H 3.82 2.05 2.52
H -3.47 4.20 -1.35
H -1.36 1.75 -1.70
*
```

SMILES string ... Cc1occc1-c1nnc(SCC(=O)NC[C@H]2CCCO2)n1C
Kohn-Sham gap ... 8.7 eV
Energy relative to the best compared isomer or geometry (same formula, charge and spin) ... 59.5 kcal/mol
Calculated total energy ... -38817.49898 eV